# 1
Entry from the Open Molecules 2025 dataset: the molecule C21H29ClN2O2 (wB97M-V/def2-TZVPD).

Calculated values
Kohn-Sham gap = 9.515 eV
HOMO = -8.900 eV
E_LUMO = 0.616 eV

Last column: Löwdin charge in e.
Cartesian coordinates (Å):
O 1.0153 -0.2074 2.1519  0.07
C 1.6910 0.7017 1.7174  -0.45
N 3.0419 0.6754 1.7318  0.08
C 3.7741 -0.5158 2.0965  -0.16
C 4.3913 -1.2088 0.8694  -0.15
C 3.3362 -1.4086 -0.1810  -0.26
C 2.3396 -2.3589 0.0099  -0.03
C 1.2981 -2.5006 -0.8868  -0.08
C 1.2249 -1.6788 -1.9988  -0.07
C 2.2133 -0.7394 -2.2246  -0.10
C 3.2576 -0.6174 -1.3220  -0.60
Cl 4.4894 0.5701 -1.6611  0.71
C 1.0909 2.0109 1.1907  -0.17
C 1.7321 2.4481 -0.1365  -0.14
C 0.6759 2.9751 -1.1034  -0.08
C -0.3528 1.8897 -1.3574  -0.46
O -0.6799 1.5321 -2.4739  0.05
N -0.8422 1.3493 -0.2218  -0.01
C -1.9717 0.4302 -0.2969  -0.26
C -1.7149 -0.8549 0.4932  -0.14
C -2.3270 -2.0973 -0.1548  -0.19
C -3.7517 -1.9230 -0.6932  -0.20
C -4.6527 -1.0091 0.1395  -0.20
C -4.5363 0.4612 -0.2622  -0.20
C -3.2444 1.1458 0.1764  -0.14
C -0.4371 1.8812 1.0576  -0.10
H 3.5610 1.4134 1.2838  0.13
H 4.5597 -0.2550 2.8119  0.12
H 3.0518 -1.1776 2.5791  0.12
H 4.7989 -2.1709 1.1831  0.12
H 5.2050 -0.5996 0.4753  0.07
H 2.3826 -2.9873 0.8866  0.12
H 0.5405 -3.2481 -0.7097  0.10
H 0.4034 -1.7579 -2.6930  0.11
H 2.1656 -0.0940 -3.0876  0.11
H 1.2861 2.7628 1.9643  0.15
H 2.2116 1.5934 -0.6128  0.07
H 2.4906 3.2158 0.0317  0.12
H 1.1290 3.2548 -2.0545  0.12
H 0.1756 3.8527 -0.6867  0.13
H -2.0591 0.1989 -1.3627  0.15
H -2.1096 -0.7446 1.5046  0.12
H -0.6389 -1.0107 0.5880  0.09
H -1.6943 -2.4164 -0.9848  0.09
H -2.3178 -2.8968 0.5898  0.11
H -4.2073 -2.9142 -0.7574  0.11
H -3.7119 -1.5280 -1.7101  0.11
H -5.6909 -1.3130 -0.0169  0.11
H -4.4362 -1.1292 1.2016  0.11
H -4.6272 0.5349 -1.3483  0.11
H -5.3731 1.0137 0.1735  0.11
H -3.2284 1.2245 1.2665  0.12
H -3.2441 2.1609 -0.2307  0.12
H -0.8958 2.8661 1.2211  0.13
H -0.7876 1.2005 1.8343  0.12

# 2
Entry from the Open Molecules 2025 dataset: a 3-piece molecular cluster, C21H42N2O10P2 overall (wB97M-V/def2-TZVPD).

Calculated values
Kohn-Sham gap = 9.128 eV
HOMO = -10.096 eV
E_LUMO = -0.968 eV

Last column: Löwdin charge in e.
Cartesian coordinates (Å):
N -7.2327 -0.1411 1.1207  0.16
C -6.4775 -0.6979 0.5082  -0.23
C -5.5491 -1.6060 -0.3009  -0.12
C -4.4296 -0.6944 -0.9147  -0.26
C -5.1330 0.4538 -1.6524  -0.21
N -5.4091 1.3713 -2.2356  0.17
C -3.4709 -1.4080 -1.9417  -0.15
C -3.5890 -2.9609 -2.0075  -0.19
C -2.7656 -3.7002 -0.8870  -0.15
C -2.6501 -5.2096 -1.2887  -0.20
O -3.9363 -5.8342 -1.4533  -0.03
C -4.2703 -6.0369 -2.7585  -0.39
O -5.3347 -6.3895 -3.0983  0.11
H -6.1576 -2.0591 -1.1098  0.13
H -5.1507 -2.3975 0.3630  0.12
H -3.8449 -0.2748 -0.0735  0.15
H -3.6570 -0.9803 -2.9496  0.12
H -2.4216 -1.1730 -1.6524  0.11
H -3.0918 -3.2682 -2.9616  0.12
H -4.6277 -3.3430 -2.0881  0.11
H -1.7129 -3.3322 -0.8819  0.12
H -3.2021 -3.5715 0.1226  0.11
H -2.0039 -5.3490 -2.1856  0.12
H -2.1394 -5.7650 -0.4679  0.13
H -3.5134 -5.8240 -3.5589  0.15
C -0.7337 2.7080 -3.2308  -0.08
C -0.4143 1.5210 -2.3381  -0.29
O 0.7762 0.8503 -2.7420  -0.21
P 2.2092 1.6348 -2.5433  0.64
O 2.4019 1.4581 -1.0592  -0.22
O 3.2301 0.4410 -3.0559  -0.22
C 4.2162 -0.0908 -2.1700  -0.29
C 3.6772 -1.2706 -1.3776  -0.07
O 2.1505 2.1743 -4.1383  -0.20
C 2.8629 3.3953 -4.4094  -0.29
C 4.3486 3.2751 -4.1239  -0.08
H 0.0142 3.4986 -3.1152  0.06
H -1.7081 3.1289 -2.9780  0.08
H -0.7359 2.4140 -4.2810  0.09
H -0.3266 1.8349 -1.2927  0.11
H -1.2256 0.7942 -2.3998  0.10
H 4.5976 0.6900 -1.5094  0.10
H 5.0612 -0.4168 -2.7804  0.12
H 2.6678 -1.0971 -1.0056  0.07
H 4.3304 -1.4985 -0.5337  0.08
H 3.6221 -2.1563 -2.0157  0.07
H 2.4244 4.2040 -3.8169  0.11
H 2.7052 3.6332 -5.4617  0.12
H 4.5369 3.0974 -3.0599  0.07
H 4.8682 4.1920 -4.4056  0.08
H 4.7818 2.4375 -4.6713  0.09
C 2.4995 3.7395 2.4130  -0.08
C 2.5562 2.3272 1.8532  -0.30
O 2.6883 1.3457 2.8825  -0.21
P 1.4126 1.1071 3.8897  0.63
O 0.5044 0.2985 2.9979  -0.23
O 2.0093 -0.1355 4.8039  -0.22
C 1.3379 -1.3935 4.8332  -0.30
C 1.8428 -2.3209 3.7397  -0.08
O 2.0882 2.1630 5.0176  -0.20
C 1.1540 2.8213 5.8917  -0.29
C 0.3662 1.8418 6.7424  -0.08
H 1.5819 3.8983 2.9887  0.06
H 2.5198 4.4739 1.6060  0.08
H 3.3396 3.9259 3.0837  0.08
H 1.6702 2.1133 1.2519  0.09
H 3.4259 2.2293 1.2058  0.11
H 0.2575 -1.2521 4.7669  0.10
H 1.5296 -1.8434 5.8101  0.11
H 1.9720 -1.8095 2.7862  0.07
H 1.1594 -3.1609 3.6011  0.07
H 2.8235 -2.7200 4.0100  0.07
H 0.4765 3.4370 5.2923  0.11
H 1.7292 3.4901 6.5327  0.12
H -0.2685 1.1983 6.1244  0.07
H -0.2799 2.3747 7.4414  0.08
H 1.0364 1.1894 7.3031  0.09

# 3
Entry from the Open Molecules 2025 dataset: C41H40CrN4O10SSe as an isolated structure (wB97M-V/def2-TZVPD).

Calculated values
Kohn-Sham gap (alpha / beta) = 5.350 / 6.513 eV
Net charge = -2
Multiplicity = 5
HOMO (alpha / beta) = -1.913 / -3.076 eV
E_LUMO (alpha / beta) = 3.437 / 3.437 eV
⟨S²⟩ = 6.01

Last column: Mulliken spin population.
Cartesian coordinates (Å):
Cr 0.6331 0.8019 -0.5716  3.80
O 0.4482 2.7555 -0.4843  0.16
C 0.4707 4.0871 -0.2873  -0.07
C -0.8719 4.7152 -0.8094  0.00
C -2.0276 3.9953 -0.1922  0.00
C -2.5813 4.4053 1.0193  0.00
C -3.5647 3.6236 1.5991  0.00
C -3.9314 2.4385 0.9846  0.00
C -3.3181 2.0951 -0.2184  0.00
C -3.5223 0.7640 -0.8765  0.01
C -2.5164 -0.2904 -0.2885  -0.12
O -1.2357 0.1014 -0.4298  -0.04
C -2.8950 -0.4721 1.1971  0.02
C -1.9983 -0.0787 2.1810  -0.01
C -2.3352 -0.1878 3.5263  0.00
C -3.5710 -0.6917 3.9044  0.00
C -4.4719 -1.0962 2.9242  0.00
C -4.1318 -0.9864 1.5847  0.00
C -2.6783 -1.6421 -1.0325  -0.01
C -2.4939 -2.8529 -0.3643  0.00
C -2.5008 -4.0637 -1.0412  0.00
C -2.6848 -4.0980 -2.4164  0.00
C -2.8635 -2.9027 -3.0971  0.00
C -2.8617 -1.6945 -2.4118  0.00
N -2.4313 2.8891 -0.8160  0.00
C 1.6703 4.7318 -1.0148  0.02
C 2.8830 4.0423 -0.9739  0.01
C 4.0139 4.5699 -1.5746  0.00
C 3.9596 5.7925 -2.2376  0.00
C 2.7566 6.4769 -2.2970  0.00
C 1.6208 5.9477 -1.6888  0.00
C 0.6177 4.4644 1.2081  0.01
C 0.6356 5.7946 1.6284  0.00
C 0.7288 6.1188 2.9734  0.00
C 0.8236 5.1094 3.9256  0.00
C 0.8364 3.7861 3.5112  0.00
C 0.7320 3.4642 2.1625  0.04
H -0.8952 4.5663 -1.8898  0.00
H -0.9280 5.7826 -0.5852  0.00
H -2.2190 5.3036 1.5032  0.00
H -4.0139 3.9153 2.5418  0.00
H -4.6508 1.7698 1.4403  0.00
H -3.2964 0.8966 -1.9327  0.00
H -4.5501 0.4061 -0.7642  0.00
H -1.0344 0.3181 1.8835  -0.01
H -1.6218 0.1303 4.2773  0.00
H -3.8329 -0.7728 4.9532  0.00
H -5.4387 -1.4991 3.2065  0.00
H -4.8352 -1.3131 0.8250  0.00
H -2.3433 -2.8437 0.7079  0.00
H -2.3610 -4.9873 -0.4904  0.00
H -2.6787 -5.0407 -2.9509  0.00
H -2.9941 -2.9064 -4.1732  0.00
H -2.9739 -0.7784 -2.9758  0.00
H 2.9182 3.0714 -0.4917  -0.01
H 4.9439 4.0156 -1.5260  0.00
H 4.8460 6.2011 -2.7104  0.00
H 2.6933 7.4248 -2.8214  0.00
H 0.6909 6.4990 -1.7557  0.00
H 0.5887 6.5911 0.8928  0.00
H 0.7400 7.1598 3.2793  0.00
H 0.9064 5.3571 4.9782  0.00
H 0.9434 2.9861 4.2343  0.00
H 0.7641 2.4288 1.8503  -0.03
C -0.2184 -7.0116 -0.6103  0.00
C 1.1972 -7.5620 -0.6666  0.00
S 2.3988 -6.3739 -1.2477  0.00
O 1.8427 -5.7388 -2.4138  0.00
O 3.6630 -7.0652 -1.3338  0.00
C 2.4855 -5.2043 0.0947  0.00
C 3.2244 -3.9187 -0.2542  0.00
N 2.4382 -3.0141 -1.0858  0.00
C 1.4525 -2.2328 -0.5831  0.00
N 1.1673 -1.2255 -1.3963  0.17
C 1.9949 -1.3427 -2.4626  0.04
C 2.7931 -2.4322 -2.2909  -0.01
N 3.7626 -2.9219 -3.2015  0.00
O 3.8816 -2.3205 -4.2608  0.00
O 4.4333 -3.9005 -2.8942  0.00
C 0.7736 -2.4886 0.7106  -0.02
H -0.9281 -7.8167 -0.4156  0.00
H -0.4771 -6.5349 -1.5548  0.00
H -0.3342 -6.2712 0.1816  0.00
H 1.2928 -8.3686 -1.3965  0.00
H 1.5571 -7.9329 0.2944  0.00
H 3.0049 -5.7229 0.9013  0.00
H 1.4633 -4.9967 0.4037  0.00
H 4.1506 -4.1409 -0.7717  0.00
H 3.4626 -3.3600 0.6539  0.00
H 1.9980 -0.6461 -3.2819  -0.02
H 1.5055 -2.5512 1.5164  0.00
H 0.1753 -3.4020 0.6504  0.00
H 0.1121 -1.6533 0.9198  0.00
O 4.0425 1.3403 1.8204  0.00
Se 3.0523 0.3116 1.0642  0.00
O 3.6700 -1.2031 0.9759  0.00
O 1.5298 0.2437 1.7108  0.03
O 2.7210 0.8630 -0.4877  0.01

# 4
Entry from the Open Molecules 2025 dataset: a 2-piece molecular cluster, CClNO4 overall (wB97M-V/def2-TZVPD).

Calculated values
Kohn-Sham gap = 10.637 eV
HOMO = -11.620 eV
E_LUMO = -0.983 eV

Last column: Löwdin charge in e.
Cartesian coordinates (Å):
O 1.9396 1.0666 0.0507  0.12
N 1.4465 0.0287 0.0055  -0.66
O 1.3143 -0.8944 -0.7120  0.07
Cl 0.8753 -0.5190 1.7510  0.52
O -2.5917 -0.7614 -0.4340  0.25
C -1.8384 0.0783 -0.3592  -0.46
O -1.1455 1.0013 -0.3020  0.17

# 5
Entry from the Open Molecules 2025 dataset: C26H26BaIN2S3 as an isolated structure (wB97M-V/def2-TZVPD).

Calculated values
Kohn-Sham gap = 7.387 eV
Net charge = +1
HOMO = -9.901 eV
E_LUMO = -2.514 eV

Last column: Löwdin charge in e.
Cartesian coordinates (Å):
Ba 0.5676 -0.1207 -1.5930  1.52
C -2.7362 2.1410 -1.5410  -0.51
C -3.3002 1.5800 -2.8479  -0.44
S -2.1610 0.3672 -3.7384  0.81
C -3.2394 -1.0499 -3.9370  -0.53
C -2.5919 -2.2560 -3.2718  -0.51
S -2.1895 -2.1585 -1.4599  0.76
C -3.6415 -1.3502 -0.7415  -0.52
C -3.3954 -0.2461 0.2486  -0.48
S -2.1414 0.9719 -0.3066  0.77
H -3.4913 2.7614 -1.1018  0.08
H -1.8404 2.7302 -1.7624  0.07
H -3.3518 2.3378 -3.6348  0.07
H -4.2824 1.1588 -2.6364  0.08
H -3.3188 -1.2446 -4.9376  0.05
H -4.2444 -0.8359 -3.5869  0.08
H -1.6605 -2.5045 -3.7787  0.07
H -3.1658 -3.1937 -3.4333  0.09
H -4.2102 -2.0908 -0.2117  0.07
H -4.3096 -1.0558 -1.5572  0.07
H -3.0278 -0.6142 1.1802  0.05
H -4.3321 0.2122 0.5422  0.10
C 1.2478 4.7369 -2.1553  -0.08
C 1.6322 5.1840 -0.8815  -0.09
C 1.7915 4.2611 0.1157  -0.06
C 1.6152 2.8950 -0.1504  -0.23
C 1.2490 2.4214 -1.4467  -0.35
C 1.1216 3.3477 -2.4099  -0.21
C 1.7204 1.9317 0.9836  -0.26
C 2.5453 2.2222 2.1202  0.01
C 2.6112 1.3527 3.1483  0.01
C 1.6631 0.2838 3.2405  -0.15
C 1.4646 -0.5251 4.3829  -0.02
C 0.4777 -1.4684 4.3716  -0.05
C -0.3461 -1.6937 3.1883  -0.04
C -0.1515 -0.9079 2.0638  -0.06
C 0.9313 0.0143 2.0647  -0.21
N 1.0079 0.8620 0.9549  -0.01
H 1.2043 5.4216 -2.9750  0.09
H 1.7617 6.2447 -0.5934  0.11
H 2.0823 4.6489 1.1020  0.11
H 0.8202 3.2155 -3.4588  0.08
H 3.1717 3.0847 2.2325  0.11
H 3.2858 1.4667 4.0116  0.13
H 2.1371 -0.4043 5.2075  0.11
H 0.3563 -2.1452 5.1851  0.10
H -1.2479 -2.3128 3.2209  0.11
H -0.8450 -0.8933 1.1849  0.06
I 1.1125 -5.9702 1.9877  0.91
C 2.1984 -4.3833 1.1899  -0.71
C 3.5721 -4.3434 1.4079  -0.13
C 4.2518 -3.2247 0.9482  -0.06
C 3.6209 -2.2384 0.2252  -0.15
N 2.3079 -2.2580 0.0043  -0.02
C 1.6075 -3.3082 0.5026  -0.20
H 4.0720 -5.1888 1.8637  0.10
H 5.3260 -3.2006 1.1691  0.12
H 4.1284 -1.3574 -0.2000  0.12
H 0.5585 -3.3108 0.3002  0.07